1:
# C4H36N2O12

13 unconnected molecules or ions with the total composition C4H36N2O12 (ωB97M-V with the def2-TZVPD basis set, the OMol25 dataset).

Geometry (Å):
C: 3.30 -1.33 -1.16
N: 2.31 -0.46 -1.71
C: 2.65 -2.43 -0.17
C: 1.62 -2.08 0.90
C: 2.13 -1.09 2.13
N: 1.29 0.14 2.15
H: 3.97 -0.64 -0.54
H: 3.96 -1.82 -1.87
H: 2.64 0.15 -2.39
H: 1.49 -1.00 -1.98
H: 3.64 -2.81 0.09
H: 2.13 -3.10 -0.83
H: 1.27 -3.18 1.16
H: 0.69 -1.58 0.60
H: 2.07 -1.62 3.11
H: 3.24 -0.83 2.06
H: 0.31 0.04 2.45
H: 1.41 0.58 1.25
H: -1.83 2.92 0.63
H: -0.32 3.01 0.34
O: -1.11 3.58 0.63
H: 1.70 3.77 0.65
H: 3.21 3.77 0.32
O: 2.41 3.24 0.22
H: 2.66 1.91 1.45
H: 3.01 1.15 2.68
O: 3.40 1.70 2.05
H: 0.49 0.92 -0.70
H: -0.68 0.85 0.29
O: -0.15 1.48 -0.37
H: -2.73 -3.11 2.95
H: -3.55 -1.88 2.99
O: -2.76 -2.23 2.63
H: -1.74 -3.68 0.42
H: -2.74 -2.56 0.72
O: -2.58 -3.26 0.19
H: -1.77 3.43 -2.21
H: -1.50 2.08 -1.41
O: -1.97 2.50 -2.19
H: -0.34 1.06 -3.77
H: -1.92 1.30 -3.87
O: -1.11 0.89 -4.29
H: -1.92 2.12 3.22
H: -1.56 0.75 3.76
O: -1.95 1.14 2.99
H: -3.26 0.38 -0.05
H: -2.84 0.62 1.47
O: -2.55 0.69 0.55
H: -0.86 -0.96 -3.13
H: -0.92 -0.21 -1.87
O: -0.38 -0.90 -2.27
H: -2.93 -3.31 -1.89
H: -1.39 -2.76 -1.85
O: -2.12 -2.84 -2.36

Results
HOMO energy = -0.326 Ha
Molecular weight = 304.3 g/mol
Frontier orbital gap = 8.58 eV

Results of the natural (NBO) charge analysis, in e, for atoms 1 through 5:
1. C -0.200
2. N -0.896
3. C -0.422
4. C -0.422
5. C -0.238

2:
# C4H36N2O12

13 unconnected molecules or ions with the total composition C4H36N2O12 (ωB97M-V with the def2-TZVPD basis set, the OMol25 dataset).

Geometry (Å):
C: 0.87 -3.49 1.05
C: 1.04 -2.90 2.46
C: 2.04 -1.78 2.57
C: 1.66 -0.62 3.48
N: 0.35 -0.08 3.14
N: 0.46 -2.48 0.09
H: 1.83 -3.87 0.66
H: 0.12 -4.29 1.14
H: 0.08 -2.50 2.90
H: 1.36 -3.71 3.14
H: 2.15 -1.33 1.60
H: 3.06 -2.13 2.88
H: 1.72 -0.92 4.58
H: 2.39 0.19 3.34
H: -0.40 -0.56 3.63
H: 0.00 -0.15 2.19
H: 0.47 -2.60 -0.90
H: -0.37 -1.92 0.16
H: 0.40 3.39 3.16
H: 0.26 1.86 3.09
O: -0.01 2.69 2.64
H: -0.79 -0.66 -4.38
H: -0.10 0.39 -3.40
O: 0.04 -0.34 -4.01
H: -4.01 0.01 0.13
H: -3.12 0.01 -1.09
O: -3.30 -0.49 -0.29
H: -1.25 1.59 -1.29
H: -0.08 2.20 -1.88
O: -1.03 2.13 -2.07
H: -2.85 -1.01 1.96
H: -2.08 0.27 1.67
O: -2.25 -0.37 2.37
H: 1.91 2.40 -0.56
H: 1.58 1.80 0.87
O: 1.27 1.91 -0.03
H: -2.34 4.23 -1.42
H: -2.68 3.02 -2.25
O: -3.10 3.72 -1.72
H: 2.36 0.98 -3.28
H: 2.23 0.60 -1.78
O: 2.39 1.36 -2.39
H: -1.65 1.18 -3.65
H: -3.01 1.74 -3.82
O: -2.41 1.10 -4.25
H: 0.61 -1.91 -3.64
H: 0.61 -2.25 -2.20
O: 0.70 -2.69 -3.05
H: 2.40 -1.45 -1.24
H: 3.51 -0.71 -2.05
O: 3.13 -0.82 -1.17
H: -2.38 3.71 0.55
H: -1.51 2.69 1.47
O: -2.28 2.83 0.90

Results
HOMO energy = -0.347 Ha
Molecular weight = 304.3 g/mol
Frontier orbital gap = 9.43 eV

Results of the natural (NBO) charge analysis, in e, for atoms 1 through 5:
1. C -0.203
2. C -0.415
3. C -0.430
4. C -0.205
5. N -0.894

In terms of stability, 2 leads; the second structure lies 34.6 kcal/mol higher.

1:
# C14H30BClN2O8P

A gas-phase ion, C14H30BClN2O8P (charge +1) (ωB97M-V with the def2-TZVPD basis set, the OMol25 dataset).

Geometry (Å):
C: 4.38 -0.57 -0.17
C: 3.33 -1.01 0.84
C: 2.58 -2.24 0.32
C: 1.09 -2.19 0.60
O: 0.56 -1.05 -0.07
C: -0.78 -0.71 0.28
C: -0.73 0.63 1.05
C: -0.82 0.37 2.58
B: 0.61 0.27 3.27
O: 0.87 -0.76 4.15
O: 1.58 1.19 3.04
C: -1.88 1.56 0.73
N: -2.16 1.72 -0.73
C: -1.19 2.65 -1.41
C: 0.20 2.07 -1.73
C: 1.25 3.14 -1.45
O: 2.50 2.65 -1.90
C: -2.50 0.44 -1.42
Cl: -2.46 0.70 -3.19
C: -1.73 -0.84 -0.95
C: -2.82 -1.85 -0.57
O: -3.58 -1.31 0.52
N: -4.97 -1.40 0.23
O: -5.57 -0.76 0.98
P: -0.92 -1.69 -2.48
O: 0.49 -0.89 -2.68
O: -0.59 -3.22 -1.98
H: 5.19 -1.29 -0.22
H: 4.83 0.38 0.10
H: 3.94 -0.49 -1.16
H: 3.82 -1.27 1.78
H: 2.65 -0.19 1.03
H: 2.68 -2.28 -0.76
H: 2.94 -3.18 0.75
H: 0.67 -3.12 0.23
H: 0.95 -2.14 1.68
H: -1.08 -1.44 1.01
H: 0.20 1.14 0.86
H: -1.30 1.25 3.02
H: -1.45 -0.48 2.80
H: 0.02 -1.08 4.48
H: 2.44 0.75 3.17
H: -2.79 1.21 1.20
H: -1.68 2.53 1.16
H: -3.04 2.25 -0.73
H: -1.61 3.08 -2.30
H: -1.06 3.48 -0.73
H: 0.44 1.12 -1.26
H: 0.24 1.90 -2.80
H: 1.00 3.98 -2.10
H: 1.26 3.45 -0.41
H: 3.13 2.65 -1.17
H: -3.55 0.27 -1.25
H: -3.46 -2.04 -1.42
H: -2.40 -2.80 -0.25
H: 0.90 -1.16 -3.52
H: -0.63 -3.37 -1.02

Results
HOMO energy = -0.423 Ha
Molecular weight = 431.6 g/mol
Structure (SMILES) = CCCCO[C@H]1[C@H](CB(O)O)C[N@@H+](CCCO)[C@@H](Cl)[C@@]1(CON=O)P(O)O
Frontier orbital gap = 8.45 eV
Charge = +1

Results of the natural (NBO) charge analysis, in e, for atoms 1 through 5:
1. C -0.600
2. C -0.408
3. C -0.413
4. C -0.052
5. O -0.575

2:
# C14H30BClN2O8P

A molecular structure, C14H30BClN2O8P (ωB97M-V with the def2-TZVPD basis set, the OMol25 dataset).

Geometry (Å):
C: -0.88 -0.47 -4.72
C: -1.83 -0.04 -3.42
C: -1.42 1.50 -3.04
C: -1.30 1.76 -1.40
O: -0.26 0.87 -0.87
C: -0.31 0.82 0.63
C: -0.77 -0.70 1.02
C: -2.41 -0.72 1.33
B: -3.31 -1.14 0.01
O: -4.52 -0.30 -0.27
O: -3.03 -2.29 -0.87
C: -0.04 -1.26 2.37
N: 1.48 -1.00 2.43
C: 2.29 -1.96 1.59
C: 2.32 -1.71 -0.01
C: 2.25 -3.22 -0.73
O: 2.49 -2.99 -2.17
C: 1.86 0.46 2.34
Cl: 3.69 0.74 1.95
C: 0.99 1.42 1.38
C: 0.44 2.68 2.33
O: -0.48 2.22 3.40
N: 0.01 2.78 4.54
O: -0.54 2.11 5.43
P: 2.26 2.31 0.19
O: 2.74 1.28 -1.12
O: 1.61 3.82 -0.38
H: -1.20 0.12 -5.69
H: -0.99 -1.62 -4.98
H: 0.26 -0.21 -4.51
H: -2.96 -0.08 -3.71
H: -1.66 -0.80 -2.53
H: -0.33 1.71 -3.47
H: -2.16 2.31 -3.45
H: -1.06 2.90 -1.27
H: -2.37 1.55 -0.97
H: -1.25 1.52 0.90
H: -0.56 -1.46 0.13
H: -2.56 -1.59 2.13
H: -2.79 0.27 1.83
H: -4.75 0.07 0.64
H: -3.36 -1.99 -1.79
H: -0.54 -0.76 3.34
H: -0.29 -2.42 2.47
H: 1.71 -1.28 3.43
H: 3.42 -2.08 1.95
H: 1.81 -3.03 1.77
H: 1.56 -0.95 -0.46
H: 3.41 -1.31 -0.29
H: 3.21 -3.79 -0.33
H: 1.27 -3.80 -0.48
H: 1.72 -3.38 -2.69
H: 1.76 0.88 3.45
H: 1.38 3.23 2.80
H: -0.15 3.49 1.72
H: 3.55 1.62 -1.61
H: 0.62 3.88 -0.28

Results
HOMO energy = -0.407 Ha
Molecular weight = 431.6 g/mol
Frontier orbital gap = 7.64 eV
Charge = +1

Results of the natural (NBO) charge analysis, in e, for atoms 1 through 5:
1. C -0.632
2. C -0.433
3. C -0.421
4. C -0.091
5. O -0.595

In terms of stability, 1 leads; the second structure lies 182.7 kcal/mol higher.

1:
# C7H24O5S2

5 unconnected molecules or ions with the total composition C7H24O5S2 (ωB97M-V with the def2-TZVPD basis set, the OMol25 dataset).

Geometry (Å):
C: 0.44 3.37 -0.91
S: 1.71 3.40 0.42
O: 2.98 3.07 -0.29
C: 1.70 5.19 0.68
H: 0.84 4.07 -1.66
H: -0.50 3.78 -0.46
H: 0.29 2.32 -1.28
H: 0.65 5.42 0.99
H: 1.98 5.63 -0.23
H: 2.37 5.45 1.51
C: 0.11 -4.06 2.06
S: -1.01 -4.09 0.75
O: -1.96 -3.04 1.15
C: 0.12 -3.43 -0.49
H: -0.44 -4.27 2.94
H: 0.62 -3.12 2.19
H: 0.85 -4.83 1.82
H: -0.54 -2.87 -1.16
H: 0.71 -4.17 -0.95
H: 0.97 -2.77 0.02
C: -3.01 -0.44 -1.65
O: -4.10 0.42 -1.80
H: -2.84 -1.07 -2.56
H: -2.11 0.10 -1.43
H: -3.16 -1.14 -0.76
H: -4.81 -0.01 -2.30
C: -1.12 0.31 1.52
O: -0.60 -0.67 0.63
H: -1.64 1.12 1.00
H: -1.80 -0.16 2.22
H: -0.25 0.65 2.02
H: -1.19 -1.40 0.63
C: 2.82 -0.46 -0.71
O: 1.62 -0.35 -1.53
H: 3.20 0.52 -0.64
H: 2.64 -0.69 0.34
H: 3.51 -1.15 -1.15
H: 0.93 -0.62 -0.93

Results
HOMO energy = -0.324 Ha
Molecular weight = 252.4 g/mol
Frontier orbital gap = 9.40 eV

Results of the natural (NBO) charge analysis, in e, for atoms 1 through 5:
1. C -0.821
2. S 1.229
3. O -0.994
4. C -0.815
5. H 0.229

2:
# C7H24O5S2

5 unconnected molecules or ions with the total composition C7H24O5S2 (ωB97M-V with the def2-TZVPD basis set, the OMol25 dataset).

Geometry (Å):
C: -9.37 -5.97 9.60
S: -10.18 -7.36 8.90
O: -10.65 -8.22 10.06
C: -11.64 -6.51 8.36
H: -9.92 -5.69 10.50
H: -9.39 -5.16 8.87
H: -8.34 -6.20 9.88
H: -11.42 -5.76 7.60
H: -12.05 -6.07 9.26
H: -12.32 -7.27 7.98
C: -3.63 -4.87 11.30
S: -3.35 -4.60 13.01
O: -4.73 -4.39 13.65
C: -2.92 -6.22 13.44
H: -3.89 -3.94 10.79
H: -4.40 -5.62 11.13
H: -2.68 -5.23 10.94
H: -2.79 -6.33 14.51
H: -1.98 -6.47 12.95
H: -3.69 -6.91 13.09
C: -6.42 -6.76 15.11
O: -6.67 -7.64 16.21
H: -5.43 -6.87 14.66
H: -7.19 -6.97 14.36
H: -6.52 -5.72 15.41
H: -7.61 -7.56 16.40
C: -7.10 -3.47 11.42
O: -7.17 -4.52 12.32
H: -7.52 -3.71 10.43
H: -7.75 -2.65 11.83
H: -6.07 -3.09 11.28
H: -6.43 -4.46 12.95
C: -6.84 -3.61 7.47
O: -5.75 -4.22 8.15
H: -7.74 -4.09 7.88
H: -6.85 -2.55 7.72
H: -6.77 -3.70 6.38
H: -5.75 -5.15 7.93

Results
HOMO energy = -0.327 Ha
Molecular weight = 252.4 g/mol
Frontier orbital gap = 9.23 eV

Results of the natural (NBO) charge analysis, in e, for atoms 1 through 5:
1. C -0.852
2. S 1.237
3. O -0.978
4. C -0.836
5. H 0.251

In terms of stability, 2 leads; the second structure lies 6.1 kcal/mol higher.

1:
# C15H60O15

15 unconnected molecules or ions with the total composition C15H60O15 (ωB97M-V with the def2-TZVPD basis set, the OMol25 dataset).

Geometry (Å):
C: 2.58 -2.30 -1.60
O: 3.28 -1.09 -1.49
H: 1.79 -2.17 -2.35
H: 2.19 -2.73 -0.67
H: 3.28 -3.02 -2.04
H: 4.01 -1.29 -0.91
C: -0.42 -4.71 -1.71
O: 0.28 -4.61 -0.51
H: -1.21 -5.45 -1.56
H: 0.23 -5.04 -2.55
H: -0.72 -3.69 -1.90
H: -0.33 -4.26 0.14
C: 0.31 2.47 0.06
O: -0.82 2.16 0.82
H: 0.48 3.52 -0.06
H: 0.13 2.02 -0.94
H: 1.25 2.00 0.44
H: -0.58 2.36 1.71
C: 1.83 -2.77 2.09
O: 2.46 -3.22 3.27
H: 1.78 -3.58 1.35
H: 2.33 -1.86 1.69
H: 0.81 -2.53 2.32
H: 2.39 -4.18 3.27
C: -2.01 -1.53 -2.77
O: -1.63 -1.60 -4.12
H: -2.73 -2.35 -2.62
H: -2.56 -0.62 -2.62
H: -1.19 -1.60 -2.12
H: -0.71 -1.34 -4.21
C: 3.27 2.34 -1.71
O: 4.47 2.94 -1.38
H: 2.52 3.00 -1.35
H: 3.11 1.41 -1.18
H: 3.09 2.33 -2.76
H: 4.40 3.88 -1.51
C: -3.86 1.25 -0.52
O: -4.61 0.54 0.44
H: -3.16 0.57 -0.97
H: -3.32 2.07 -0.10
H: -4.47 1.63 -1.37
H: -4.62 0.97 1.31
C: 0.16 -0.69 0.30
O: -1.03 -0.24 -0.12
H: 0.38 -0.39 1.33
H: 0.94 -0.23 -0.29
H: 0.24 -1.75 0.22
H: -1.19 0.67 0.19
C: -1.40 5.28 1.03
O: -2.38 4.22 1.14
H: -0.53 5.17 1.61
H: -1.78 6.21 1.32
H: -1.00 5.47 0.02
H: -2.02 3.42 0.85
C: 0.50 0.54 -3.19
O: 0.80 -0.28 -4.32
H: 0.78 0.00 -2.33
H: -0.55 0.69 -3.10
H: 1.08 1.46 -3.14
H: 1.76 -0.21 -4.37
C: -2.44 -3.10 0.80
O: -1.33 -3.57 1.49
H: -3.36 -3.74 0.85
H: -2.27 -2.95 -0.23
H: -2.82 -2.14 1.11
H: -1.55 -3.79 2.42
C: -2.31 2.81 -2.71
O: -3.31 3.80 -2.54
H: -2.66 1.80 -2.96
H: -1.71 2.70 -1.79
H: -1.64 3.20 -3.44
H: -2.81 4.59 -2.26
C: 3.62 1.02 1.57
O: 4.72 1.94 1.18
H: 3.38 0.29 0.79
H: 2.77 1.62 1.84
H: 3.86 0.50 2.50
H: 4.37 2.37 0.42
C: -1.82 -0.42 2.95
O: -2.65 -0.71 4.03
H: -1.38 -1.29 2.56
H: -1.06 0.29 3.25
H: -2.39 -0.05 2.14
H: -3.28 -1.34 3.73
C: 1.69 -0.15 4.28
O: 1.26 -1.32 4.91
H: 1.09 0.69 4.59
H: 1.54 -0.30 3.21
H: 2.74 -0.01 4.46
H: 1.69 -2.01 4.41

Results
HOMO energy = -0.360 Ha
Molecular weight = 480.6 g/mol
Frontier orbital gap = 9.79 eV

Results of the Löwdin charge analysis, in e, for atoms 1 through 5:
1. C -0.159
2. O -0.125
3. H 0.078
4. H 0.053
5. H 0.091

2:
# C15H60O15

15 unconnected molecules or ions with the total composition C15H60O15 (ωB97M-V with the def2-TZVPD basis set, the OMol25 dataset).

Geometry (Å):
C: 4.57 13.49 -13.78
O: 4.78 14.63 -13.00
H: 4.54 13.90 -14.79
H: 5.38 12.77 -13.63
H: 3.59 13.06 -13.62
H: 5.73 14.74 -13.00
C: 9.15 18.48 -12.76
O: 10.22 19.27 -12.31
H: 9.37 17.86 -13.63
H: 8.77 17.81 -11.99
H: 8.37 19.22 -12.95
H: 10.86 19.45 -13.01
C: 5.76 17.46 -11.09
O: 5.96 18.74 -11.72
H: 5.02 17.46 -10.30
H: 5.47 16.68 -11.80
H: 6.68 17.20 -10.57
H: 6.23 19.36 -11.05
C: 11.69 15.74 -12.42
O: 11.82 14.36 -12.17
H: 12.60 16.10 -12.91
H: 10.84 16.04 -13.02
H: 11.66 16.23 -11.44
H: 12.76 14.19 -12.13
C: 9.41 12.11 -11.14
O: 9.52 13.06 -12.18
H: 8.57 12.40 -10.51
H: 9.21 11.09 -11.46
H: 10.36 12.09 -10.60
H: 10.36 13.50 -12.13
C: 5.10 18.31 -15.22
O: 4.55 18.98 -14.07
H: 6.05 18.77 -15.47
H: 5.24 17.27 -14.94
H: 4.44 18.48 -16.08
H: 5.16 18.91 -13.32
C: 5.74 13.50 -10.12
O: 5.80 13.34 -8.73
H: 5.91 12.54 -10.62
H: 4.77 13.88 -10.40
H: 6.63 14.08 -10.38
H: 6.40 12.65 -8.42
C: 11.66 16.09 -16.18
O: 12.83 15.35 -16.59
H: 10.85 15.70 -16.80
H: 11.42 15.95 -15.12
H: 11.78 17.16 -16.34
H: 12.70 14.42 -16.38
C: 11.53 12.29 -15.30
O: 12.54 12.82 -16.12
H: 10.66 12.95 -15.33
H: 11.19 11.33 -15.68
H: 11.80 12.28 -14.24
H: 13.02 12.11 -16.54
C: 7.76 15.22 -14.44
O: 7.59 15.01 -13.01
H: 7.44 16.23 -14.73
H: 8.77 15.01 -14.80
H: 7.05 14.53 -14.89
H: 8.13 14.26 -12.77
C: 6.08 12.48 -17.29
O: 7.00 13.31 -17.95
H: 5.37 13.06 -16.70
H: 5.70 11.78 -18.05
H: 6.57 11.90 -16.51
H: 7.69 12.74 -18.30
C: 8.06 10.51 -14.27
O: 7.54 11.62 -13.62
H: 7.40 9.64 -14.26
H: 8.28 10.67 -15.32
H: 8.99 10.24 -13.75
H: 8.28 12.09 -13.23
C: 8.74 15.37 -9.38
O: 9.92 16.07 -8.91
H: 7.83 15.79 -8.95
H: 8.69 15.45 -10.46
H: 8.81 14.32 -9.13
H: 9.94 16.97 -9.23
C: 5.39 16.22 -18.41
O: 6.30 15.94 -17.30
H: 4.35 16.08 -18.12
H: 5.38 17.26 -18.74
H: 5.52 15.57 -19.27
H: 6.66 15.06 -17.46
C: 9.15 16.76 -18.71
O: 8.70 17.27 -17.49
H: 8.95 15.69 -18.79
H: 8.46 17.12 -19.47
H: 10.16 17.03 -19.01
H: 7.80 17.01 -17.30

Results
HOMO energy = -0.336 Ha
Molecular weight = 480.6 g/mol
Frontier orbital gap = 9.14 eV

Results of the Löwdin charge analysis, in e, for atoms 1 through 5:
1. C -0.158
2. O -0.139
3. H 0.061
4. H 0.066
5. H 0.084

In terms of stability, 2 leads; the second structure lies 34.4 kcal/mol higher.

1:
# HNO4P

2 unconnected molecules or ions with the total composition HNO4P (ωB97M-V with the def2-TZVPD basis set, the OMol25 dataset).

Geometry (Å):
N: 2.06 -0.87 0.17
O: 2.58 -0.01 0.68
O: 1.61 -1.78 -0.26
O: 0.23 0.47 0.21
O: -2.26 0.36 -0.41
P: -1.05 1.22 0.23
H: -3.18 0.59 -0.62

Results
HOMO energy = -0.546 Ha
Molecular weight = 110.0 g/mol
Frontier orbital gap = 8.17 eV
Charge = +1

Results of the natural (NBO) charge analysis, in e, for atoms 1 through 5:
1. N 0.873
2. O 0.046
3. O 0.056
4. O -1.153
5. O -1.027

2:
# HNO4P

2 unconnected molecules or ions with the total composition HNO4P (ωB97M-V with the def2-TZVPD basis set, the OMol25 dataset).

Geometry (Å):
N: 1.82 -0.68 0.20
O: 1.66 -1.47 -0.55
O: 2.33 -0.01 0.92
O: 0.03 0.26 0.78
O: -1.82 0.51 -0.82
P: -1.30 0.95 0.71
H: -2.72 0.44 -1.23

Results
HOMO energy = -0.577 Ha
Molecular weight = 110.0 g/mol
Frontier orbital gap = 8.94 eV
Charge = +1

Results of the natural (NBO) charge analysis, in e, for atoms 1 through 5:
1. N 0.869
2. O 0.012
3. O 0.027
4. O -1.111
5. O -1.030

In terms of stability, 1 leads; the second structure lies 6.7 kcal/mol higher.